Record 1
Density functional theory data (ωB97M-V/def2-TZVPD) for the molecule C2H3N3O3.

SMILES	Nn1onc(O)c1=O
Kohn-Sham gap	10.27	eV
energy	-12731.4923	eV
HOMO energy	-9.811	eV

The geometry in ORCA input format:
```
! wB97M-V def2-TZVPD RIJCOSX def2/J DEFGRID3
* xyz 0 1
N 0.96 -1.63 0.00
H -2.74 0.09 -0.66
O -0.41 -1.67 0.07
N -0.81 -0.32 -0.22
H 2.62 0.95 -0.18
C 0.25 0.51 -0.11
O 2.62 -0.03 0.12
H -2.04 0.84 0.83
C 1.36 -0.42 -0.04
O 0.27 1.71 0.01
N -2.09 -0.02 0.18
*
```

---

Record 2
Density functional theory data (ωB97M-V/def2-TZVPD) for the molecule C2H3N3O3.

SMILES	Nn1oc(O)nc1=O
Kohn-Sham gap	9.20	eV
energy	-12730.8634	eV
HOMO energy	-9.474	eV

The geometry in ORCA input format:
```
! wB97M-V def2-TZVPD RIJCOSX def2/J DEFGRID3
* xyz 0 1
C 1.45 -0.50 -0.12
N 0.65 -1.50 0.06
O 0.64 0.60 -0.24
N -1.39 1.29 0.07
H 3.00 0.69 0.21
N -0.66 0.24 -0.32
C -0.69 -1.12 -0.12
O -1.79 -1.74 -0.06
O 2.71 -0.34 -0.03
H -2.19 1.05 -0.70
H -1.71 1.32 1.26
*
```

---

Record 3
Density functional theory data (ωB97M-V/def2-TZVPD) for the molecule C2H3N3O3S.

expectation value of S²	2.025
Kohn-Sham gap (spin up / spin down)	7.15 / 7.90	eV
energy	-23559.5032	eV
HOMO energy (spin up / spin down)	-7.497 / -9.921	eV

The geometry in ORCA input format:
```
! wB97M-V def2-TZVPD RIJCOSX def2/J DEFGRID3
* xyz 0 3
C 1.24 -0.61 -0.02
H -1.95 -1.26 0.22
H 0.05 -2.28 0.71
N -1.33 0.42 -0.49
O 3.32 0.05 -0.55
H -2.04 2.32 -0.37
N 2.36 0.17 0.11
C 0.20 -1.31 0.14
O -0.35 0.94 -1.02
N -1.17 -0.81 -0.18
O 2.26 0.95 1.05
S -2.59 1.41 0.40
*
```

---

Record 4
Density functional theory data (ωB97M-V/def2-TZVPD) for the molecule C2H3N3OS.

Kohn-Sham gap (spin up / spin down)	7.60 / 7.60	eV
energy	-19471.8143	eV
HOMO energy (spin up / spin down)	-8.779 / -8.780	eV

The geometry in ORCA input format:
```
! wB97M-V def2-TZVPD RIJCOSX def2/J DEFGRID3
* xyz 0 1
N -1.84 -0.46 -0.14
O 3.05 1.02 -0.29
N 0.31 -1.40 0.03
H -0.10 1.96 0.18
C -0.51 -0.35 -0.05
N 1.56 -1.16 0.02
H -2.42 0.33 0.09
C 0.32 1.02 -0.12
H -2.22 -1.38 -0.05
S 1.88 0.43 0.33
*
```